(1)
Molecular formula: C3H6Br2N
Method: DFT, ωB97M-V/def2-TZVPD

Calculated values
E_LUMO (alpha / beta) ... -8.3 / -8.3 eV
Largest force on an atom ... 4.7 eV/Å
Net charge ... +1
Spin multiplicity ... 1
ΔE to the lowest compared entry with this formula, charge and spin ... 91.1 kcal per mole
Orbital gap (alpha / beta) ... 6.48 / 6.53 eV

Cartesian coordinates (Å):
C (1.29, -0.54, -0.26)
C (-0.34, 1.17, -0.51)
C (-0.96, -0.96, 0.58)
N (0.09, -0.15, -0.07)
Br (1.94, -2.24, 0.06)
Br (3.06, 1.78, -0.25)
H (0.46, 1.58, -1.24)
H (-0.51, 1.92, 0.36)
H (-1.27, 1.10, -1.07)
H (-1.58, -0.38, 1.19)
H (-0.61, -1.85, 1.29)
H (-1.57, -1.42, -0.09)



(2)
Molecular formula: C9H15F3N2O5P
Method: DFT, ωB97M-V/def2-TZVPD

Calculated values
E_LUMO ... -5.8 eV
Largest force on an atom ... 9.8 eV/Å
Net charge ... +1
Spin multiplicity ... 1
Orbital gap ... 5.33 eV

Cartesian coordinates (Å):
F (-0.64, -2.51, 0.01)
C (-1.13, -1.27, -0.49)
F (-0.02, -0.52, -0.97)
F (-1.93, -1.56, -1.61)
O (-1.80, -0.64, 0.59)
C (-3.13, -0.21, 0.23)
N (-4.15, -1.35, 0.28)
C (-5.34, -1.06, -0.43)
C (-6.43, -2.20, -0.45)
C (-5.96, -3.45, 0.34)
C (-4.60, -3.49, 1.06)
N (-3.74, -2.38, 0.99)
H (-3.20, 0.37, -0.75)
H (-3.46, 0.52, 1.06)
H (-5.51, -0.07, -1.00)
H (-7.41, -2.08, -1.00)
H (-6.65, -4.36, 0.43)
H (-4.29, -4.43, 1.64)
C (5.72, 3.87, 0.14)
O (4.36, 3.54, 0.38)
P (3.99, 1.96, 0.93)
O (4.99, 2.03, 2.08)
O (4.69, 1.30, -0.41)
C (4.08, 1.54, -1.67)
O (3.47, 0.39, 1.44)
C (2.26, -0.07, 0.86)
H (6.00, 4.69, 0.80)
H (6.40, 3.03, 0.30)
H (5.82, 4.20, -0.90)
H (4.83, 1.96, -2.34)
H (3.24, 2.24, -1.59)
H (3.72, 0.60, -2.09)
H (2.41, -0.29, -0.20)
H (1.47, 0.68, 0.98)
H (1.95, -0.98, 1.37)



(3)
Molecular formula: C25H30N4O3PSe3Tl
Method: DFT, ωB97M-V/def2-TZVPD

Calculated values
E_LUMO ... -7.9 eV
Largest force on an atom ... 1.5 eV/Å
Net charge ... +2
Spin multiplicity ... 1
ΔE to the lowest compared entry with this formula, charge and spin ... 21.6 kcal per mole
Orbital gap ... 6.09 eV

Cartesian coordinates (Å):
Tl (-0.16, 0.40, 0.75)
C (2.91, 0.16, 3.56)
Se (2.60, 1.03, 1.84)
C (2.15, 2.80, 2.54)
C (0.70, 3.02, 2.94)
Se (-0.48, 3.13, 1.36)
C (-2.16, 3.08, 2.33)
H (3.73, 0.67, 4.07)
H (3.20, -0.87, 3.36)
H (2.01, 0.19, 4.17)
H (2.46, 3.50, 1.77)
H (2.80, 2.94, 3.41)
H (0.63, 3.98, 3.46)
H (0.33, 2.25, 3.61)
H (-2.25, 2.14, 2.87)
H (-2.94, 3.16, 1.57)
H (-2.21, 3.93, 3.01)
O (-1.17, 2.96, -2.56)
C (-1.51, 2.02, -1.87)
O (-1.74, 1.94, -0.63)
C (-1.67, 0.61, -2.58)
P (-0.70, -0.65, -1.74)
C (0.97, -0.77, -2.40)
C (1.91, -1.46, -1.62)
C (3.20, -1.63, -2.09)
C (3.56, -1.12, -3.33)
C (2.63, -0.43, -4.10)
C (1.33, -0.25, -3.64)
C (-1.54, -2.22, -1.98)
C (-0.94, -3.23, -2.73)
C (-1.64, -4.40, -2.98)
C (-2.91, -4.58, -2.46)
C (-3.50, -3.58, -1.69)
C (-2.82, -2.40, -1.45)
H (-1.37, 0.71, -3.62)
H (-2.72, 0.33, -2.52)
H (1.61, -1.86, -0.66)
H (3.92, -2.17, -1.49)
H (4.57, -1.26, -3.69)
H (2.92, -0.05, -5.07)
H (0.62, 0.28, -4.25)
H (0.05, -3.09, -3.14)
H (-1.18, -5.17, -3.58)
H (-3.45, -5.50, -2.66)
H (-4.50, -3.73, -1.29)
H (-3.28, -1.62, -0.86)
Se (-4.27, -0.54, 1.70)
N (-4.24, -1.83, 2.86)
C (-3.00, -1.99, 3.28)
C (-2.51, -2.94, 4.21)
C (-1.18, -2.92, 4.48)
C (-0.32, -1.99, 3.84)
N (-0.72, -1.10, 2.96)
C (-2.04, -1.08, 2.69)
N (-2.54, -0.23, 1.81)
H (-3.20, -3.65, 4.66)
H (-0.75, -3.62, 5.19)
H (0.74, -2.00, 4.06)
C (1.77, 4.39, -1.54)
C (2.11, 2.94, -1.40)
N (2.97, 2.43, -2.28)
O (1.63, 2.23, -0.49)
H (2.59, 4.96, -1.98)
H (1.51, 4.81, -0.57)
H (0.89, 4.47, -2.18)
H (3.37, 2.99, -3.01)
H (3.22, 1.45, -2.24)



(4)
Molecular formula: C22H36ClHgN4O6S2Si
Method: DFT, ωB97M-V/def2-TZVPD

Calculated values
Expectation value of S² ... 0.7631
E_LUMO (alpha / beta) ... 3.7 / 3.7 eV
Largest force on an atom ... 0.4 eV/Å
Net charge ... -2
Spin multiplicity ... 2
ΔE to the lowest compared entry with this formula, charge and spin ... 13.1 kcal per mole
Orbital gap (alpha / beta) ... 4.22 / 7.03 eV

Cartesian coordinates (Å):
Hg (-1.57, -1.10, -0.58)
C (3.83, -5.66, 0.92)
Si (2.97, -4.60, -0.38)
C (3.26, -5.41, -2.05)
C (3.82, -2.94, -0.36)
C (1.13, -4.65, 0.00)
C (0.61, -5.87, 0.38)
C (-0.74, -6.03, 0.70)
C (-1.52, -4.89, 0.67)
N (-1.06, -3.70, 0.30)
C (0.22, -3.56, -0.08)
S (0.68, -1.99, -0.68)
H (4.90, -5.74, 0.69)
H (3.43, -6.67, 0.98)
H (3.74, -5.21, 1.91)
H (4.33, -5.54, -2.24)
H (2.84, -4.80, -2.85)
H (2.78, -6.39, -2.09)
H (4.90, -3.10, -0.44)
H (3.61, -2.39, 0.56)
H (3.48, -2.31, -1.18)
H (1.25, -6.74, 0.42)
H (-1.15, -6.98, 0.98)
H (-2.57, -4.92, 0.95)
C (1.61, 7.78, -1.88)
C (2.13, 7.99, -0.47)
S (3.04, 6.60, 0.18)
O (3.71, 5.94, -0.92)
O (3.84, 7.11, 1.28)
C (1.76, 5.56, 0.79)
C (2.28, 4.20, 1.26)
N (1.17, 3.28, 1.42)
C (0.86, 2.28, 0.53)
N (-0.21, 1.62, 0.88)
C (-0.64, 2.19, 2.06)
C (0.19, 3.22, 2.41)
N (0.12, 4.09, 3.48)
O (0.96, 5.07, 3.56)
O (-0.82, 3.91, 4.32)
C (1.66, 2.00, -0.70)
H (1.22, 8.72, -2.28)
H (0.80, 7.05, -1.90)
H (2.40, 7.42, -2.53)
H (1.32, 8.17, 0.24)
H (2.83, 8.82, -0.41)
H (1.06, 5.43, -0.04)
H (1.28, 6.04, 1.64)
H (2.80, 4.32, 2.20)
H (2.94, 3.77, 0.51)
H (-1.51, 1.85, 2.60)
H (2.70, 1.78, -0.48)
H (1.63, 2.83, -1.41)
H (1.23, 1.12, -1.18)
C (-4.81, -1.51, 0.64)
C (-4.20, -0.12, 0.71)
C (-5.30, 0.94, 0.76)
C (-3.25, 0.14, -0.47)
H (-5.47, -1.70, 1.50)
H (-4.03, -2.28, 0.64)
H (-5.39, -1.64, -0.27)
H (-3.62, -0.04, 1.64)
H (-5.87, 0.93, -0.17)
H (-4.87, 1.94, 0.88)
H (-5.99, 0.77, 1.59)
H (-2.87, 1.16, -0.43)
H (-3.78, -0.01, -1.41)
Cl (-5.71, -4.42, -2.35)
C (-3.94, -4.27, -2.01)
C (-3.19, -3.44, -3.08)
O (-3.14, -3.92, -4.22)
O (-2.69, -2.37, -2.65)
H (-3.55, -5.29, -1.99)
H (-3.86, -3.80, -1.03)



(5)
Molecular formula: C58H154BrF6FeN15O18S2
Method: DFT, ωB97M-V/def2-TZVPD

Calculated values
Expectation value of S² ... 6.0102
E_LUMO (alpha / beta) ... 0.2 / 0.2 eV
Largest force on an atom ... 4.8 eV/Å
Net charge ... 0
Spin multiplicity ... 5
Orbital gap (alpha / beta) ... 8.37 / 8.36 eV

Cartesian coordinates (Å):
Fe (2.48, 0.99, 0.32)
Br (1.85, 2.96, -1.38)
C (-0.34, -1.27, -1.94)
F (-0.55, 0.07, -2.24)
F (-1.45, -1.93, -1.92)
F (0.44, -1.78, -2.91)
S (0.40, -1.51, -0.12)
O (-0.55, -2.35, 0.58)
O (1.68, -2.21, -0.30)
N (0.64, 0.15, 0.42)
S (-0.54, 0.37, 1.58)
O (-0.66, -0.63, 2.59)
O (-0.25, 1.65, 2.20)
C (-2.20, 0.67, 0.66)
F (-1.99, 1.54, -0.34)
F (-2.70, -0.46, 0.05)
F (-3.15, 1.09, 1.49)
C (5.36, -1.14, -1.86)
C (4.78, -0.25, -0.79)
C (5.38, 1.11, -0.62)
O (4.69, 1.73, 0.46)
C (5.26, 2.96, 0.60)
N (3.37, -0.13, -1.24)
H (5.97, -1.97, -1.50)
H (5.99, -0.51, -2.49)
H (4.71, -1.63, -2.58)
H (4.79, -0.76, 0.17)
H (5.32, 1.68, -1.55)
H (6.40, 0.87, -0.33)
H (6.26, 2.93, 1.04)
H (4.77, 3.55, 1.36)
H (5.45, 3.62, -0.24)
H (3.32, 0.22, -2.18)
H (3.12, -1.10, -1.33)
C (2.15, -7.60, 3.07)
C (2.43, -6.19, 2.60)
C (3.95, -5.87, 2.76)
O (4.18, -5.55, 4.18)
C (5.55, -5.55, 4.63)
N (2.14, -6.28, 1.16)
H (1.13, -7.94, 2.93)
H (2.44, -7.60, 4.12)
H (2.78, -8.41, 2.70)
H (1.79, -5.54, 3.20)
H (4.16, -4.95, 2.21)
H (4.53, -6.76, 2.53)
H (5.65, -5.32, 5.69)
H (6.14, -4.89, 3.99)
H (5.95, -6.55, 4.47)
H (2.33, -5.41, 0.69)
H (2.59, -7.04, 0.67)
C (-0.14, -3.28, 4.60)
C (-1.47, -3.38, 5.38)
C (-2.40, -4.52, 4.96)
O (-1.62, -5.75, 4.92)
C (-2.03, -6.86, 5.63)
N (-1.30, -3.42, 6.86)
H (0.52, -4.08, 4.95)
H (0.29, -2.31, 4.82)
H (-0.30, -3.29, 3.52)
H (-2.06, -2.50, 5.12)
H (-2.83, -4.37, 3.97)
H (-3.20, -4.58, 5.70)
H (-2.10, -6.62, 6.69)
H (-1.34, -7.71, 5.60)
H (-3.02, -7.06, 5.23)
H (-0.71, -4.24, 6.88)
H (-0.62, -2.70, 7.09)
C (2.55, -5.94, -2.35)
C (3.86, -5.49, -1.69)
C (4.84, -4.79, -2.62)
O (5.95, -4.12, -2.17)
C (6.97, -4.98, -1.94)
N (3.53, -4.48, -0.71)
H (1.90, -5.13, -2.66)
H (2.07, -6.67, -1.70)
H (2.83, -6.59, -3.18)
H (4.33, -6.25, -1.06)
H (4.34, -3.99, -3.16)
H (5.11, -5.46, -3.44)
H (7.40, -5.50, -2.80)
H (6.73, -5.72, -1.17)
H (7.72, -4.31, -1.53)
H (4.34, -4.20, -0.17)
H (3.39, -3.65, -1.26)
C (-1.87, 5.51, 0.70)
C (-0.70, 6.49, 0.82)
C (-0.69, 7.29, 2.16)
O (-1.88, 8.08, 2.25)
C (-1.85, 9.36, 1.56)
N (0.49, 5.75, 0.65)
H (-1.93, 4.74, 1.47)
H (-1.74, 4.94, -0.22)
H (-2.80, 6.07, 0.74)
H (-0.67, 7.17, -0.03)
H (0.19, 7.93, 2.18)
H (-0.57, 6.71, 3.07)
H (-2.76, 9.87, 1.88)
H (-1.74, 9.23, 0.48)
H (-0.90, 9.86, 1.74)
H (0.30, 5.33, -0.24)
H (0.43, 4.90, 1.19)
C (2.48, -0.28, -4.59)
C (3.41, 0.85, -5.23)
C (2.54, 1.91, -5.97)
O (1.74, 1.30, -6.94)
C (2.34, 0.87, -8.09)
N (4.15, 1.43, -4.07)
H (2.82, -0.81, -3.70)
H (2.22, -0.98, -5.39)
H (1.59, 0.21, -4.19)
H (4.17, 0.49, -5.93)
H (3.11, 2.71, -6.43)
H (1.89, 2.45, -5.28)
H (1.61, 0.46, -8.78)
H (3.06, 0.09, -7.88)
H (2.86, 1.73, -8.52)
H (3.56, 1.94, -3.42)
H (4.65, 2.14, -4.58)
C (3.79, -0.74, 8.90)
C (3.03, -2.07, 8.52)
C (1.49, -1.86, 8.79)
O (0.98, -0.90, 7.90)
C (-0.25, -0.49, 8.23)
N (3.26, -2.26, 7.04)
H (3.49, -0.22, 9.82)
H (3.61, 0.04, 8.15)
H (4.84, -0.98, 9.04)
H (3.35, -3.01, 8.97)
H (1.18, -1.74, 9.83)
H (0.99, -2.80, 8.55)
H (-0.86, -0.17, 7.38)
H (-0.28, 0.19, 9.09)
H (-0.81, -1.36, 8.57)
H (2.82, -3.02, 6.53)
H (2.71, -1.52, 6.61)
C (-4.89, -3.54, -5.80)
C (-3.48, -3.15, -5.38)
C (-3.42, -1.79, -4.79)
O (-4.39, -1.61, -3.74)
C (-4.14, -0.59, -2.81)
N (-2.85, -4.10, -4.57)
H (-5.21, -2.96, -6.67)
H (-5.56, -3.26, -4.98)
H (-5.00, -4.59, -6.06)
H (-2.86, -3.10, -6.28)
H (-3.69, -1.08, -5.57)
H (-2.45, -1.41, -4.47)
H (-4.81, -0.84, -1.98)
H (-4.34, 0.39, -3.25)
H (-3.13, -0.53, -2.41)
H (-3.25, -4.02, -3.65)
H (-3.11, -4.99, -4.97)
C (2.85, 2.56, 4.46)
C (3.27, 1.85, 3.21)
C (2.98, 0.25, 3.26)
O (3.35, -0.29, 1.96)
C (3.53, -1.73, 2.13)
N (2.52, 2.40, 2.08)
H (2.34, 3.52, 4.53)
H (3.57, 2.49, 5.27)
H (2.14, 1.84, 4.87)
H (4.35, 1.91, 3.08)
H (1.91, 0.06, 3.14)
H (3.51, -0.27, 4.05)
H (2.63, -2.16, 2.57)
H (4.34, -1.90, 2.83)
H (3.76, -2.23, 1.19)
H (1.65, 2.83, 2.35)
H (2.99, 3.27, 1.86)
C (-0.81, -0.76, -7.14)
C (-1.28, 0.25, -8.22)
C (-2.41, -0.43, -8.98)
O (-3.06, 0.42, -9.91)
C (-2.12, 0.94, -10.88)
N (-1.84, 1.39, -7.54)
H (-0.18, -0.15, -6.49)
H (-0.24, -1.55, -7.62)
H (-1.66, -1.11, -6.54)
H (-0.41, 0.52, -8.82)
H (-3.21, -0.64, -8.28)
H (-2.09, -1.38, -9.40)
H (-1.84, 1.93, -10.53)
H (-2.72, 1.08, -11.78)
H (-1.29, 0.27, -11.07)
H (-2.62, 1.69, -8.12)
H (-1.27, 2.23, -7.52)
C (-8.07, 5.89, -2.36)
C (-7.16, 6.29, -1.22)
C (-5.68, 5.63, -1.20)
O (-5.87, 4.22, -1.11)
C (-6.47, 3.85, 0.15)
N (-7.14, 7.78, -1.14)
H (-7.67, 6.29, -3.29)
H (-9.05, 6.32, -2.15)
H (-8.13, 4.82, -2.54)
H (-7.68, 5.93, -0.33)
H (-5.07, 6.01, -0.39)
H (-5.12, 5.84, -2.11)
H (-7.53, 4.05, 0.29)
H (-5.96, 4.19, 1.06)
H (-6.40, 2.77, 0.31)
H (-6.88, 8.00, -0.19)
H (-6.24, 8.04, -1.50)
C (-2.69, -5.19, 1.00)
C (-2.26, -5.88, -0.33)
C (-2.52, -5.04, -1.61)
O (-3.77, -5.32, -2.14)
C (-4.95, -4.77, -1.57)
N (-0.86, -6.10, -0.25)
H (-1.97, -4.58, 1.55)
H (-2.90, -6.00, 1.70)
H (-3.58, -4.58, 0.93)
H (-2.84, -6.79, -0.49)
H (-1.83, -5.23, -2.43)
H (-2.54, -3.97, -1.42)
H (-5.22, -5.39, -0.72)
H (-5.77, -4.81, -2.29)
H (-4.73, -3.79, -1.15)
H (-0.38, -5.35, -0.74)
H (-0.46, -6.17, 0.68)
C (-2.53, 3.53, -3.61)
C (-1.40, 4.38, -4.27)
C (-1.10, 5.75, -3.58)
O (-2.24, 6.60, -3.55)
C (-2.19, 7.56, -2.44)
N (-0.27, 3.52, -4.35)
H (-2.14, 2.92, -2.80)
H (-3.06, 2.90, -4.33)
H (-3.29, 4.14, -3.12)
H (-1.66, 4.66, -5.29)
H (-0.25, 6.16, -4.12)
H (-0.73, 5.65, -2.56)
H (-2.79, 8.46, -2.64)
H (-1.23, 7.92, -2.07)
H (-2.53, 7.02, -1.55)
H (0.03, 3.24, -3.42)
H (-0.52, 2.62, -4.72)
C (0.13, 5.61, 5.82)
C (-0.43, 4.38, 6.51)
C (-1.39, 3.52, 5.68)
O (-2.73, 3.78, 5.59)
C (-3.12, 4.97, 4.86)
N (0.76, 3.82, 7.06)
H (0.70, 6.18, 6.56)
H (-0.64, 6.29, 5.45)
H (0.85, 5.40, 5.04)
H (-0.96, 4.69, 7.41)
H (-1.35, 2.50, 6.08)
H (-0.93, 3.30, 4.72)
H (-2.67, 5.89, 5.23)
H (-4.19, 5.18, 4.93)
H (-2.89, 4.87, 3.80)
H (1.26, 4.57, 7.52)
H (0.46, 3.11, 7.70)



(6)
Molecular formula: C3H21N3O6
Method: DFT, ωB97M-V/def2-TZVPD

Calculated values
Structure (SMILES) ... [H]/N=C(\N)NCC.O.O.O.O.O.O
E_LUMO ... 0.4 eV
Largest force on an atom ... 5.1 eV/Å
Net charge ... 0
Spin multiplicity ... 1
ΔE to the lowest compared entry with this formula, charge and spin ... 23.0 kcal per mole
Orbital gap ... 9.56 eV

Cartesian coordinates (Å):
H (-1.18, 2.89, -1.70)
N (-0.57, 2.16, -1.51)
C (-0.08, 2.08, -0.26)
N (0.00, 3.02, 0.75)
N (0.55, 0.86, 0.08)
C (0.97, 0.44, 1.51)
C (1.54, -1.00, 1.79)
H (0.60, 2.87, 1.49)
H (0.27, 3.97, 0.49)
H (0.22, 0.09, -0.50)
H (1.68, 1.13, 2.03)
H (0.11, 0.60, 2.17)
H (0.88, -1.89, 1.89)
H (2.44, -1.24, 1.12)
H (2.09, -0.92, 2.69)
O (-0.33, -2.87, -0.41)
H (-1.08, -3.37, -0.22)
H (-0.41, -2.59, -1.28)
O (3.06, -2.00, -0.97)
H (2.76, -2.02, -1.92)
H (2.27, -1.66, -0.44)
O (-1.93, 0.09, 2.99)
H (-1.92, -0.85, 2.93)
H (-2.65, 0.57, 2.54)
O (-1.36, -1.03, -2.21)
H (-1.38, -0.32, -1.56)
H (-0.56, -0.85, -2.65)
O (-3.60, 0.06, 0.46)
H (-4.00, -0.33, -0.26)
H (-2.83, 0.64, 0.08)
O (1.33, 0.38, -3.34)
H (2.20, 0.22, -3.10)
H (0.92, 0.88, -2.70)